Computed, not measured: a cluster of 3 separate species, C29H51N3O12S2 in total, with wB97M-V/def2-TZVPD.

Calculated values
Strongest force on any atom   1.9 eV/Å
SMILES string   C[C@H](C[C@]1(N)OS(=O)(=O)O[C@@]1(CC(=O)N(C)C)N=C=S)OCc1ccccc1.COCCOCCOC.COCCOCCOC
Kohn-Sham gap   9.5 eV

```
97
Properties=species:S:1:pos:R:3:forces:R:3
C -1.14688 -0.39151 1.25077 -0.163 -0.192 0.341
C -2.51965 -1.12692 1.11204 0.800 1.423 0.042
C -3.40470 -0.47636 0.00656 0.736 -0.823 0.780
C -3.74087 -1.36369 -1.21927 -0.069 0.456 -1.178
N -2.67262 -1.95239 -1.97626 -0.023 0.126 0.343
O -4.33274 -0.37959 -2.13436 -1.510 -0.120 0.205
S -5.88337 -0.16098 -1.70062 -0.828 -0.084 -0.528
O -6.05259 1.05277 -0.98353 0.691 -0.390 0.757
O -6.79519 -0.35120 -2.77077 0.635 -0.287 -0.389
O -5.99989 -1.49385 -0.73549 0.849 0.837 0.721
C -4.91294 -2.37428 -1.10756 -1.117 -0.803 -0.808
C -4.70093 -3.63182 -0.22929 1.407 0.780 0.757
C -4.07024 -4.81888 -0.99810 -0.073 -0.265 -0.403
O -4.77625 -5.60974 -1.56898 -0.326 0.210 0.042
N -2.65269 -5.01589 -1.00869 -1.032 -0.814 1.415
C -2.38418 -6.37062 -1.54903 1.081 0.142 -0.231
C -2.11400 -5.06120 0.37907 1.057 0.290 -0.436
N -5.38996 -2.92886 -2.42407 1.315 0.457 0.187
C -6.51581 -3.34718 -2.42056 -1.261 -0.100 0.475
S -8.01949 -3.74541 -2.18399 0.629 -0.120 -0.590
O -3.15020 -0.99093 2.39507 0.425 -0.932 -0.049
C -3.59172 -2.22411 2.93776 -1.393 -0.411 -0.126
C -3.90158 -2.14510 4.42044 0.259 0.174 -0.894
C -2.85972 -2.24036 5.33012 -0.096 0.041 0.079
C -3.12967 -2.20993 6.69073 0.622 -0.166 0.060
C -4.43274 -2.09484 7.14424 -0.063 0.058 0.040
C -5.46322 -1.98534 6.21918 -0.719 -0.059 0.147
C -5.21724 -2.01224 4.85382 0.389 -0.054 0.156
H -0.95383 0.30999 0.43226 0.218 -0.415 0.039
H -1.12564 0.20270 2.17558 -0.279 -0.137 -0.281
H -0.34479 -1.13387 1.37584 -0.054 0.346 -0.337
H -2.26960 -2.16908 0.87120 -0.418 0.108 0.217
H -2.84472 0.37539 -0.40244 -0.287 -0.277 -0.103
H -4.28148 -0.05215 0.50914 0.012 -0.294 -0.314
H -2.05833 -2.51598 -1.39920 0.032 0.028 -0.184
H -2.16163 -1.26364 -2.51547 0.054 -0.013 0.227
H -3.98188 -3.36700 0.55407 -0.478 0.069 0.023
H -5.61666 -3.97001 0.26450 0.015 0.101 -0.435
H -2.87537 -7.13934 -0.93464 -0.180 0.151 -0.445
H -1.30224 -6.55437 -1.45104 -0.290 0.213 -0.076
H -2.61909 -6.44643 -2.61171 -0.317 -0.021 0.327
H -1.03233 -5.23829 0.27833 -0.300 0.088 0.118
H -2.50789 -5.91374 0.95656 -0.185 0.407 -0.028
H -2.20875 -4.10608 0.90069 -0.197 -0.383 -0.004
H -4.54211 -2.49781 2.43269 0.273 -0.009 0.157
H -2.90484 -3.06863 2.74264 0.183 0.496 0.098
H -1.84222 -2.35085 4.95658 -0.166 0.037 0.157
H -2.29534 -2.31468 7.38306 -0.266 0.075 -0.008
H -4.63821 -2.10057 8.21385 -0.020 0.036 -0.272
H -6.49774 -1.91186 6.55726 0.281 0.031 0.018
H -6.02992 -1.95510 4.12972 0.177 0.031 0.198
C 4.49788 4.48333 1.44527 -0.046 0.187 -0.135
O 3.28100 4.81962 0.81480 -0.040 -0.329 0.256
C 2.83059 3.84234 -0.11012 -0.053 0.279 -0.086
C 1.34935 3.54988 0.04396 -0.123 -0.031 -0.140
O 0.97753 2.88901 1.24689 0.011 0.053 -0.011
C 1.07524 3.61502 2.46667 0.068 -0.115 0.147
C 0.12470 4.78915 2.60898 0.224 0.157 0.006
O 0.48466 5.86318 1.75531 -0.168 -0.215 -0.274
C -0.61627 6.48072 1.12076 0.191 0.063 0.119
H 5.34010 4.69414 0.77655 0.114 -0.133 0.094
H 4.59448 5.09560 2.34132 -0.006 0.086 -0.059
H 4.51612 3.43150 1.74974 0.043 -0.020 -0.050
H 3.39653 2.90995 -0.01453 0.021 0.007 0.088
H 3.00482 4.24162 -1.11761 -0.080 -0.200 -0.106
H 1.07531 2.85783 -0.75772 0.064 -0.080 0.059
H 0.74648 4.44411 -0.11427 0.154 0.155 0.118
H 2.10579 3.91272 2.66145 -0.023 0.220 -0.097
H 0.81590 2.89256 3.24584 -0.095 -0.016 -0.069
H 0.17523 5.15794 3.64094 -0.107 -0.207 0.101
H -0.89798 4.45019 2.40879 0.011 0.025 -0.041
H -1.32385 5.73891 0.73555 -0.051 0.017 0.050
H -0.23464 7.05378 0.27619 0.043 0.053 0.070
H -1.12659 7.15921 1.81202 -0.150 -0.019 -0.075
C 4.38115 0.32492 -5.38850 -0.011 -0.137 0.175
O 5.35578 0.07527 -4.39777 0.064 0.320 -0.204
C 6.61293 -0.32569 -4.91766 -0.064 -0.151 0.258
C 7.76781 0.39462 -4.24623 0.135 -0.052 0.032
O 7.86125 1.78572 -4.51979 -0.023 -0.005 0.042
C 6.87186 2.65039 -3.97783 -0.065 0.144 -0.133
C 6.87111 2.77894 -2.46605 -0.283 -0.155 -0.040
O 6.40862 1.58771 -1.84590 0.377 -0.101 -0.019
C 7.15515 1.21879 -0.70448 -0.255 0.032 -0.065
H 3.95290 -0.61584 -5.75106 -0.025 0.066 -0.150
H 3.58892 0.92065 -4.93595 -0.011 -0.060 0.061
H 4.79589 0.89241 -6.22776 0.004 -0.046 -0.035
H 6.66503 -0.16663 -5.99944 -0.049 0.088 -0.001
H 6.71932 -1.40155 -4.72812 0.189 -0.014 -0.113
H 8.68911 -0.03654 -4.64763 -0.024 0.061 -0.092
H 7.78922 0.20240 -3.17339 -0.245 0.005 0.031
H 5.88103 2.39371 -4.35405 -0.063 -0.134 0.194
H 7.10535 3.63783 -4.38550 0.106 -0.031 0.029
H 6.18687 3.58734 -2.17884 0.133 0.177 -0.105
H 7.87951 3.03864 -2.12534 -0.003 -0.064 0.015
H 8.23090 1.32314 -0.88012 0.005 0.061 0.055
H 6.94876 0.16997 -0.49231 -0.099 0.032 0.007
H 6.85487 1.82338 0.15824 0.172 -0.013 0.085
```
Forces are in eV/Å.

---

Computed, not measured: a cluster of 2 separate species, C6H14O in total, with wB97M-V/def2-TZVPD.

Calculated values
Strongest force on any atom   3.5 eV/Å
Kohn-Sham gap   8.5 eV

```
21
Properties=species:S:1:pos:R:3:forces:R:3
C -2.72764 -0.31667 -0.94600 -0.436 -0.091 -0.330
O -1.64220 0.29067 -0.31118 0.018 -0.029 0.102
C -0.86669 -0.63015 0.41346 0.278 -0.109 -0.094
C 0.19742 0.03656 1.17585 -0.619 -0.672 0.955
C 1.15449 -0.91742 1.80520 0.610 -0.354 -0.174
C 1.65896 0.36198 -0.83778 -2.063 1.524 -0.130
C 0.96573 1.84733 -0.45704 2.535 -0.952 -2.178
H -3.44297 -0.74854 -0.22363 0.186 0.044 -0.132
H -2.39423 -1.11188 -1.63688 -0.143 0.150 0.142
H -3.24014 0.46500 -1.51618 0.067 -0.220 0.064
H -0.56816 -1.48283 -0.24713 -0.057 0.308 0.258
H -1.46852 -1.07911 1.23699 0.117 0.039 0.016
H 0.83759 -1.09306 2.83560 -0.181 0.290 0.136
H 2.13411 -0.41159 1.87954 -0.346 -0.349 0.102
H 1.29939 -1.93633 1.36602 -0.145 0.536 -0.003
H 1.16611 0.17078 -1.80320 0.868 0.276 -0.233
H 1.45225 -0.58727 -0.38359 0.178 -0.044 0.864
H 2.72461 0.56806 -0.84490 0.003 -0.282 -0.355
H -0.09530 2.03431 -0.54631 -0.023 -0.655 0.120
H 1.47822 2.20346 -1.38542 -0.802 1.081 0.621
H 1.40418 2.40549 0.36505 -0.043 -0.490 0.249
```
Forces are in eV/Å.

---

Computed, not measured: an isolated molecule of C2H5N5, with wB97M-V/def2-TZVPD.

Calculated values
Strongest force on any atom   7.0 eV/Å
SMILES string   [H]/N=c1\[nH]nc(N)[nH]1
Kohn-Sham gap   8.9 eV

```
12
Properties=species:S:1:pos:R:3:forces:R:3
H 1.14240 -2.39307 -1.81277 0.091 1.743 0.139
N 0.96956 -1.34709 -1.86564 -0.153 -2.048 1.418
C 0.56498 -0.85401 -0.73014 -0.314 -0.437 -1.238
N 0.50408 -1.14384 0.61709 3.031 -6.221 1.117
N -0.13061 -0.19832 1.41130 1.785 -2.014 1.110
C -0.35719 0.66472 0.54831 -2.827 3.262 -1.168
N -1.05419 1.83602 0.77060 0.721 2.250 -0.067
N -0.09040 0.34867 -0.74172 0.358 0.838 -0.381
H 1.00187 -2.10710 1.05132 -2.148 4.004 -1.480
H -1.43111 1.88215 1.71402 0.282 0.064 -0.219
H -0.44337 2.68703 0.56055 -1.329 -1.574 0.468
H -0.67603 0.62484 -1.52292 0.502 0.132 0.301
```
Forces are in eV/Å.